Record 1
The following is a DFT calculation (ωB97M-V with the def2-TZVPD basis set) of a cluster of 5 separate species, C5H19N2O5 in total.

Results
- gap between HOMO and LUMO (eV) = 6.04
- total energy (Eh) = -687.53142

ORCA input file:
```
! RIJCOSX wB97M-V def2-TZVPD def2/J DEFGRID3
* xyz -1 1
C -1.84 -0.72 2.27
O -1.75 -0.55 3.74
C -1.18 0.52 1.64
C -1.10 0.38 0.16
C 0.30 0.56 -0.40
C 0.67 -0.40 -1.32
N 1.81 -0.33 -2.17
N 0.88 1.73 -0.21
H -2.93 -0.67 2.04
H -1.25 -1.66 2.13
H -0.29 0.55 2.27
H -1.63 1.46 1.91
H -1.75 1.02 -0.40
H -1.40 -0.69 -0.15
H 0.19 -1.32 -1.72
H 2.62 0.32 -1.94
H 1.40 0.14 -2.95
H 1.62 2.12 -0.74
H 0.40 2.65 1.55
H 1.29 -3.09 -0.44
H 0.93 -1.78 0.33
O 0.73 -2.73 0.18
H -0.87 2.66 2.36
H -0.77 -0.66 3.89
O 0.06 2.82 2.50
H 2.38 2.61 -2.64
H 3.21 1.66 -1.84
O 3.28 2.38 -2.44
H -1.89 -3.69 -2.20
H -1.16 -2.35 -2.58
O -1.96 -2.95 -2.85
*
```

***

Record 2
The following is a DFT calculation (ωB97M-V with the def2-TZVPD basis set) of a cluster of 3 separate species, C5H19N3O2 in total.

Results
- gap between HOMO and LUMO (eV) = 9.08
- total energy (Eh) = -516.59758

ORCA input file:
```
! RIJCOSX wB97M-V def2-TZVPD def2/J DEFGRID3
* xyz 0 1
N -0.85 -0.01 -1.23
C -0.01 0.73 -0.29
C 0.91 -0.16 0.53
C 0.31 -0.96 1.76
N -0.90 -1.69 1.40
C -0.84 1.77 0.53
N -0.24 3.08 0.70
C 0.62 3.07 1.90
H -0.73 -1.01 -1.13
H -1.85 0.12 -1.11
H 0.63 1.32 -0.95
H 1.71 0.47 0.92
H 1.38 -0.98 0.00
H -0.04 -0.11 2.35
H 1.02 -1.53 2.36
H -1.32 -2.21 2.16
H -0.77 -2.39 0.66
H -1.76 1.82 -0.07
H -1.11 1.31 1.48
H 0.37 3.26 -0.08
H 1.40 2.30 1.90
H 1.29 3.93 1.82
H 0.02 2.95 2.79
H 0.50 -1.51 -2.84
H -0.06 -1.32 -4.25
O 0.26 -1.99 -3.64
H 1.19 -3.31 -0.67
H 0.26 -2.93 -1.80
O 0.53 -2.65 -0.91
*
```

***

Record 3
The following is a DFT calculation (ωB97M-V with the def2-TZVPD basis set) of a cluster of 4 separate species, C5H19NO4S in total.

Results
- gap between HOMO and LUMO (eV) = 9.23
- total energy (Eh) = -955.77103

ORCA input file:
```
! RIJCOSX wB97M-V def2-TZVPD def2/J DEFGRID3
* xyz 0 1
C -0.88 2.25 0.91
O -1.74 2.76 -0.09
C -0.26 0.86 0.67
C -0.05 0.16 2.02
C 0.43 -1.29 1.86
S 2.23 -1.49 1.48
C 2.99 0.10 1.14
N -1.23 0.15 -0.20
H -1.54 2.21 1.78
H -0.06 2.93 1.18
H -1.28 2.66 -0.94
H 0.62 0.96 0.04
H -1.00 0.19 2.57
H 0.55 0.79 2.68
H 0.46 -1.63 2.89
H -0.22 -1.90 1.26
H 2.50 0.76 0.42
H 3.87 -0.29 0.62
H 3.27 0.65 2.03
H -1.11 -0.86 -0.12
H -2.19 0.37 -0.01
H -0.17 -0.81 -3.07
H -1.22 -0.53 -1.99
O -1.13 -0.75 -2.94
H -0.06 1.36 -3.61
H -0.31 1.24 -2.10
O 0.02 1.84 -2.78
H -1.45 -3.21 -2.38
H -2.63 -2.38 -1.94
O -1.96 -2.98 -1.60
*
```

***

Record 4
The following is a DFT calculation (ωB97M-V with the def2-TZVPD basis set) of a cluster of 6 separate species, C5H19NO6 in total.

Results
- expectation value of S² = 0.76
- gap between HOMO and LUMO (alpha / beta) (eV) = 10.17 / 6.31
- total energy (Eh) = -707.74894

ORCA input file:
```
! RIJCOSX wB97M-V def2-TZVPD def2/J DEFGRID3
* xyz 1 2
O -0.11 0.99 2.82
C -1.28 0.63 2.79
C -1.89 0.42 1.43
C -1.18 1.11 0.30
C -0.01 0.32 -0.30
C 0.16 0.20 -1.66
N 0.70 -0.39 0.60
H -1.77 0.08 3.61
H -2.02 -0.73 1.28
H -2.92 0.84 1.48
H -1.96 1.38 -0.47
H -0.78 2.14 0.44
H 0.79 -0.43 -2.26
H -0.59 0.56 -2.41
H 1.56 -0.90 0.39
H 0.70 -0.15 1.60
H 1.66 -3.75 -0.20
H 0.80 -2.59 0.26
O 1.11 -3.46 0.54
H 1.37 3.16 0.83
H 0.82 3.92 -0.39
O 0.58 3.61 0.49
H 0.77 3.08 -2.58
H 1.79 2.29 -1.69
O 1.58 3.15 -2.06
H -2.39 -3.27 0.18
H -1.15 -3.13 1.13
O -1.73 -2.64 0.52
H 1.32 -2.32 -2.80
H 2.00 -1.69 -1.64
O 2.09 -2.45 -2.23
*
```

***

Record 5
The following is a DFT calculation (ωB97M-V with the def2-TZVPD basis set) of a structure of composition C5H20FN10O5V.

Results
- expectation value of S² = 2.37
- gap between HOMO and LUMO (alpha / beta) (eV) = 2.43 / 6.01
- total energy (Eh) = -2169.59312

ORCA input file:
```
! RIJCOSX wB97M-V def2-TZVPD def2/J DEFGRID3
* xyz 2 3
V -25.13 18.64 -12.49
F -25.60 18.24 -10.54
C -28.13 20.78 -8.76
O -27.74 21.50 -9.62
N -28.91 21.20 -7.80
N -27.90 19.50 -8.70
H -28.95 22.21 -7.82
H -29.13 20.64 -6.98
H -28.10 19.13 -7.79
H -27.09 19.16 -9.20
C -26.30 15.55 -7.93
O -27.06 14.74 -7.40
N -26.48 16.85 -7.91
N -25.44 15.26 -8.84
H -25.89 17.44 -8.48
H -27.17 17.35 -7.37
H -25.09 16.11 -9.27
H -24.91 14.40 -8.80
C -27.33 16.34 -13.56
O -26.51 16.97 -12.90
N -27.40 16.36 -14.86
N -28.23 15.58 -13.05
H -27.87 15.54 -15.21
H -26.59 16.63 -15.39
H -28.07 15.57 -12.05
H -28.94 15.10 -13.58
C -22.49 17.00 -8.42
O -21.93 17.11 -9.53
N -23.51 17.75 -8.14
N -22.20 16.14 -7.51
H -23.60 18.11 -7.20
H -23.91 18.18 -8.96
H -22.87 16.13 -6.75
H -21.33 15.67 -7.67
C -27.78 20.45 -13.18
O -27.05 19.55 -12.77
N -28.13 20.61 -14.41
N -28.32 21.41 -12.46
H -27.91 19.83 -15.01
H -28.85 21.28 -14.63
H -27.98 21.52 -11.52
H -28.84 22.11 -12.98
*
```

***

Record 6
The following is a DFT calculation (ωB97M-V with the def2-TZVPD basis set) of a cluster of 5 separate species, C5H20N10O5 in total.

Results
- expectation value of S² = 0.75
- gap between HOMO and LUMO (alpha / beta) (eV) = 2.23 / 9.62
- total energy (Eh) = -1126.35642

ORCA input file:
```
! RIJCOSX wB97M-V def2-TZVPD def2/J DEFGRID3
* xyz -1 2
C -3.89 -3.15 -1.78
O -4.61 -4.10 -1.75
N -4.21 -2.10 -1.14
N -2.55 -3.06 -2.04
H -5.10 -1.99 -0.68
H -3.70 -1.24 -1.25
H -2.01 -3.91 -2.19
H -2.05 -2.20 -1.88
C -0.58 1.22 -4.54
O -0.44 1.91 -5.52
N -1.70 1.15 -3.83
N 0.38 0.70 -3.89
H -2.50 1.66 -4.18
H -1.70 0.83 -2.88
H 0.36 0.49 -2.90
H 1.18 0.78 -4.50
C -0.40 -0.32 -0.33
O -0.95 0.11 -1.31
N -0.87 -1.27 0.39
N 0.71 0.11 0.11
H -1.83 -1.54 0.26
H -0.27 -1.65 1.11
H 1.26 0.57 -0.61
H 1.03 0.01 1.06
C 0.66 2.87 2.81
O 1.54 3.33 2.06
N 0.77 2.79 4.10
N -0.39 2.28 2.43
H 0.28 2.03 4.55
H 1.52 3.21 4.64
H -0.59 2.23 1.44
H -0.92 1.58 2.92
C 3.43 -0.39 2.44
O 2.26 -0.15 2.72
N 4.13 0.34 1.67
N 4.15 -1.35 2.91
H 5.13 0.24 1.57
H 3.60 1.18 1.50
H 5.16 -1.35 2.84
H 3.71 -1.85 3.67
*
```

***

Record 7
The following is a DFT calculation (ωB97M-V with the def2-TZVPD basis set) of a structure of composition C5H20N10O5Tl.

Results
- gap between HOMO and LUMO (eV) = 2.69
- total energy (Eh) = -1297.72500

ORCA input file:
```
! RIJCOSX wB97M-V def2-TZVPD def2/J DEFGRID3
* xyz 3 1
Tl -1.28 0.14 0.13
C -2.39 -2.19 3.20
O -2.41 -1.43 2.29
N -1.54 -2.12 4.17
N -3.01 -3.30 3.26
H -1.09 -1.27 4.48
H -1.65 -2.70 4.98
H -3.66 -3.66 2.57
H -2.98 -3.92 4.05
C 0.32 -1.39 -3.19
O 0.31 -0.79 -2.08
N -0.56 -2.29 -3.53
N 1.11 -1.12 -4.16
H -1.36 -2.42 -2.93
H -0.28 -2.94 -4.25
H 1.90 -0.51 -4.04
H 1.08 -1.75 -4.95
C 0.20 3.85 1.06
O -0.47 2.85 0.94
N 1.26 3.85 1.81
N 0.03 4.97 0.42
H 1.42 3.11 2.48
H 1.81 4.67 1.98
H -0.67 4.95 -0.30
H 0.80 5.63 0.35
C 1.15 -2.86 1.48
O 0.49 -2.03 0.89
N 1.37 -2.82 2.74
N 1.62 -3.96 0.91
H 1.78 -3.63 3.18
H 1.02 -2.02 3.24
H 1.68 -4.04 -0.10
H 2.01 -4.69 1.49
C -0.07 2.88 -2.59
O -0.84 2.23 -1.90
N -0.49 3.75 -3.48
N 1.23 2.88 -2.45
H -1.43 4.09 -3.58
H 0.25 4.14 -4.03
H 1.47 2.30 -1.66
H 1.84 3.56 -2.88
*
```

***

Record 8
The following is a DFT calculation (ωB97M-V with the def2-TZVPD basis set) of a structure of composition C5H20N11O8V.

Results
- expectation value of S² = 3.75
- gap between HOMO and LUMO (alpha / beta) (eV) = 8.05 / 9.22
- total energy (Eh) = -2350.73281

ORCA input file:
```
! RIJCOSX wB97M-V def2-TZVPD def2/J DEFGRID3
* xyz 1 4
V -0.34 -0.14 -0.14
N -2.46 2.40 -1.04
O -1.87 3.48 -1.20
O -1.77 1.32 -0.92
O -3.68 2.30 -0.99
C 1.31 0.65 -3.04
O 0.99 0.14 -1.98
N 0.83 0.25 -4.24
N 2.18 1.72 -3.19
H 1.04 0.81 -5.04
H 0.17 -0.50 -4.32
H 2.21 2.23 -4.05
H 2.53 2.10 -2.33
C -3.32 -1.25 0.69
O -2.12 -1.18 0.38
N -3.85 -2.38 1.21
N -4.12 -0.16 0.60
H -4.74 -2.41 1.68
H -3.16 -3.09 1.32
H -5.02 -0.29 1.02
H -3.87 0.57 -0.06
C 1.29 -0.63 2.87
O 0.70 -0.53 1.80
N 1.14 0.22 3.92
N 2.18 -1.62 3.12
H 0.49 0.98 3.79
H 1.63 0.06 4.78
H 2.55 -1.78 4.04
H 2.43 -2.24 2.37
C 1.16 3.08 0.60
O 0.97 1.89 0.36
N 1.65 3.51 1.82
N 0.65 4.14 -0.08
H 2.06 2.82 2.42
H 1.54 4.45 2.14
H 0.92 5.06 0.22
H 0.27 4.07 -1.01
C 0.82 -3.25 -0.77
O 0.35 -2.14 -0.52
N 2.01 -3.53 -1.34
N 0.04 -4.34 -0.60
H 2.62 -2.77 -1.59
H 2.25 -4.50 -1.44
H -0.86 -4.34 -0.15
H 0.23 -5.19 -1.10
*
```

***

Record 9
The following is a DFT calculation (ωB97M-V with the def2-TZVPD basis set) of a cluster of 5 separate species, C5H20N2O4 in total.

Results
- gap between HOMO and LUMO (eV) = 7.25
- total energy (Eh) = -612.90665

ORCA input file:
```
! RIJCOSX wB97M-V def2-TZVPD def2/J DEFGRID3
* xyz 0 1
C -1.93 -0.37 2.29
C -2.79 -1.18 1.34
C -2.22 -1.16 -0.09
C -0.66 -1.29 0.10
C -0.09 -2.48 0.35
N 1.29 -2.58 0.28
N 0.11 -0.14 -0.16
H -2.41 -0.22 3.20
H -1.76 0.68 1.96
H -0.97 -0.89 2.48
H -3.83 -0.75 1.47
H -2.92 -2.24 1.70
H -2.63 -1.93 -0.78
H -2.43 -0.24 -0.62
H -0.75 -3.33 0.66
H 1.71 -3.29 0.83
H 1.68 -1.68 0.32
H 0.84 0.15 0.46
H -0.60 0.76 -0.17
H 2.37 0.80 2.64
H 2.50 0.62 1.20
O 2.07 0.22 1.95
H 1.62 3.29 -1.61
H 2.68 2.15 -1.76
O 2.37 2.73 -1.09
H -1.44 3.25 -1.51
H -0.41 2.51 -2.24
O -0.50 3.12 -1.54
H 1.41 0.73 -3.61
H 1.10 0.40 -2.16
O 1.14 1.09 -2.73
*
```

***

Record 10
The following is a DFT calculation (ωB97M-V with the def2-TZVPD basis set) of a cluster of 6 separate species, C5H20N2O5 in total.

Results
- gap between HOMO and LUMO (eV) = 7.10
- total energy (Eh) = -688.16643

ORCA input file:
```
! RIJCOSX wB97M-V def2-TZVPD def2/J DEFGRID3
* xyz 0 1
C -0.70 2.67 -1.09
O -1.41 1.67 -1.04
C 2.24 0.72 -1.29
C 1.78 0.08 0.02
C 0.99 -1.18 -0.25
C -0.30 -1.30 0.18
N -1.03 -2.51 0.08
N 1.60 -2.21 -1.01
H -0.07 2.86 -1.93
H -0.71 3.38 -0.21
H 2.75 1.71 -1.14
H 1.35 0.80 -2.05
H 2.64 -0.17 0.69
H 1.14 0.81 0.60
H -0.78 -0.47 0.72
H -0.80 -3.08 -0.74
H -2.00 -2.39 0.09
H 1.43 -3.13 -0.68
H 3.00 0.10 -1.81
H 2.59 -2.07 -1.22
H -0.61 1.77 3.24
H -1.25 1.24 2.05
O -0.39 1.39 2.46
H -2.33 1.31 0.34
H -2.92 0.08 1.15
O -2.72 1.06 1.20
H -1.00 0.45 -2.22
H -0.22 -0.83 -2.41
O -0.66 -0.13 -2.89
H 0.66 0.02 2.77
H 0.94 -1.43 2.28
O 1.20 -0.73 2.96
*
```

***

Record 11
The following is a DFT calculation (ωB97M-V with the def2-TZVPD basis set) of a cluster of 4 separate species, C5H20NO4 in total.

Results
- gap between HOMO and LUMO (eV) = 11.75
- total energy (Eh) = -557.98529

ORCA input file:
```
! RIJCOSX wB97M-V def2-TZVPD def2/J DEFGRID3
* xyz 1 1
C 1.91 1.07 -1.67
C 0.76 0.33 -0.98
C -0.01 -0.65 -1.86
C -1.23 -1.38 -1.17
C -2.05 -0.38 -0.32
O -1.44 -0.44 0.99
N 1.26 -0.46 0.23
H 1.82 2.15 -1.67
H 1.93 0.82 -2.74
H 2.83 0.76 -1.18
H 0.03 1.04 -0.56
H 0.69 -1.42 -2.20
H -0.46 -0.08 -2.68
H -0.80 -2.06 -0.44
H -1.83 -1.64 -2.04
H -1.96 0.62 -0.73
H -3.05 -0.80 -0.23
H -1.74 0.30 1.51
H 0.45 -0.51 0.88
H 2.11 0.00 0.57
H 1.44 -1.43 -0.03
H -1.84 4.01 -0.11
H -2.61 2.80 -0.80
O -1.78 3.08 -0.38
H -1.32 -2.08 2.37
H -0.35 -2.99 3.04
O -0.63 -2.73 2.14
H 3.88 0.84 2.02
H 2.82 1.78 2.53
O 2.97 1.10 1.88
*
```

***

Record 12
The following is a DFT calculation (ωB97M-V with the def2-TZVPD basis set) of a structure of composition C5H20O5.

Results
- gap between HOMO and LUMO (eV) = 8.94
- total energy (Eh) = -578.39239

ORCA input file:
```
! RIJCOSX wB97M-V def2-TZVPD def2/J DEFGRID3
* xyz 0 1
C -19.89 -5.77 -3.27
O -20.28 -5.97 -1.96
H -20.73 -5.56 -3.94
H -19.15 -4.98 -3.36
H -19.35 -6.69 -3.51
H -19.48 -6.01 -1.43
C -18.38 -2.83 -2.72
O -18.09 -1.97 -1.61
H -19.31 -3.39 -2.67
H -18.17 -2.35 -3.68
H -17.63 -3.62 -2.73
H -18.64 -2.30 -0.90
C -17.73 -9.52 0.16
O -18.34 -8.23 0.08
H -16.72 -9.47 -0.27
H -17.64 -9.77 1.21
H -18.25 -10.33 -0.35
H -19.07 -8.16 -0.54
C -15.18 -7.92 -1.60
O -13.96 -7.32 -1.86
H -15.89 -7.88 -2.43
H -15.03 -9.00 -1.50
H -15.78 -7.50 -0.79
H -13.52 -7.82 -2.55
C -17.33 -5.66 -1.44
O -18.55 -6.16 -1.22
H -17.31 -5.19 -2.42
H -17.03 -5.03 -0.60
H -16.76 -6.59 -1.45
H -18.51 -6.96 -0.68
*
```

***

The relative energy (zero: lowest compared OMol25 entry of this formula, charge and spin) results, record by record, are as follows: 325.15 61.27 98.71 150.99 514.46 124.80 582.74 63.04 185.21 251.91 37.43 720.31 kJ/mol.
The largest force on an atom results, record by record, are as follows: 3.6 2.5 2.5 3.3 6.8 8.1 6.3 2.6 5.8 4.0 2.9 11.8 eV/A.